*a*
Density functional theory data (wB97M-V/def2-TZVPD) for C4H5NS3 in the gas phase.

Computed properties:
- charge = 0

Last column: natural (NBO) charge in e.
Positions of all 13 atoms, in Å:
S (2.95145, -0.31320, -0.02645)  0.10
C (1.68843, -0.95193, -0.72356)  -0.33
C (0.37487, -0.69069, -0.31848)  0.08
N (-0.58310, -1.38187, -0.83837)  -0.51
S (-2.10359, -0.81798, -0.58198)  0.51
C (-1.71340, 0.17648, 0.87919)  -0.57
C (-0.21709, 0.51118, 0.36132)  -0.39
S (-0.10550, 1.81172, -0.88851)  -0.02
H (1.88168, -1.66268, -1.71277)  0.25
H (-1.46292, -0.53203, 1.74935)  0.22
H (-2.29973, 1.00877, 1.17941)  0.25
H (0.44472, 0.72904, 1.26152)  0.25
H (1.14419, 2.11318, -0.34069)  0.15

*b*
Density functional theory data (wB97M-V/def2-TZVPD) for C4H5NS3 in the gas phase.

Computed properties:
- charge = 0

Last column: natural (NBO) charge in e.
Positions of all 13 atoms, in Å:
S (-3.59915, -0.75685, -0.78706)  -0.12
C (-2.93554, 0.56309, -0.04309)  -0.09
N (-1.63410, 0.80712, 0.19658)  -0.61
C (-0.59472, -0.19620, 0.06157)  -0.01
C (0.76527, 0.07148, 0.42698)  -0.38
S (1.80017, -1.46946, 0.20949)  0.38
C (3.37495, -0.91453, -0.31480)  -0.45
S (4.08999, 0.62639, -0.72200)  -0.06
H (-3.79324, 1.28237, 0.50194)  0.22
H (-1.50995, 1.72815, 0.80322)  0.42
H (-0.91565, -0.98055, -0.61056)  0.25
H (0.98604, 1.03877, 0.78380)  0.23
H (3.96593, -1.79978, -0.50607)  0.21

Least stable structure: *b*

*a*
Density functional theory data (wB97M-V/def2-TZVPD) for an isolated ion of composition C4H9NO2 and charge +1.

Computed properties:
- charge = +1
- spin multiplicity = 2
- ⟨S²⟩ = 0.755

Last column: Löwdin spin population.
Positions of all 16 atoms, in Å:
O (-2.01210, -1.03002, -1.73008)  0.01
C (-1.35333, -0.98705, -0.75358)  0.06
O (-1.69813, -1.63107, 0.40444)  0.06
C (-0.40511, 0.16987, -0.30576)  0.07
C (0.98541, -0.29155, 0.11778)  0.03
C (1.45228, 0.24932, 1.44629)  0.01
N (-0.27276, 1.13490, -1.44462)  0.72
H (-2.27441, -0.98885, 0.85618)  0.00
H (-0.86577, 0.90864, 0.36961)  0.00
H (1.12500, -1.38400, 0.16130)  0.00
H (1.71310, -0.02350, -0.67128)  0.00
H (0.75585, -0.07246, 2.24945)  0.00
H (1.45759, 1.36050, 1.51868)  0.00
H (2.43722, -0.13329, 1.63280)  0.00
H (-0.02684, 0.88136, -2.40942)  0.02
H (-1.01801, 1.83722, -1.44180)  0.02

*b*
Density functional theory data (wB97M-V/def2-TZVPD) for an isolated ion of composition C4H9NO2 and charge +1.

Computed properties:
- charge = +1
- spin multiplicity = 2
- ⟨S²⟩ = 0.756

Last column: Löwdin spin population.
Positions of all 16 atoms, in Å:
O (0.21392, -2.45019, -0.00327)  0.14
C (0.92806, -1.50993, -0.26842)  0.07
C (0.40928, -0.13473, -0.33169)  0.11
C (1.08391, 0.76598, -1.30610)  0.01
N (-1.03013, -0.19465, -0.23367)  0.48
C (-1.39855, -0.21922, 1.21922)  0.02
O (-0.92290, 0.91142, 1.99590)  0.07
H (1.99263, -1.68453, -0.70111)  0.03
H (0.75383, 0.25978, 0.57642)  0.04
H (0.32482, 1.44135, -1.88186)  0.00
H (1.69758, 0.20883, -2.12582)  0.00
H (1.70065, 1.60676, -0.80461)  0.01
H (-1.32961, 0.72745, -0.61676)  0.02
H (-1.04885, -1.23619, 1.49229)  0.00
H (-2.44597, -0.29872, 1.39168)  0.00
H (-0.92865, 1.80660, 1.59779)  0.00

Least stable structure: *b*

*a*
Density functional theory data (wB97M-V/def2-TZVPD) for a 6-piece molecular cluster, C3H15NO4 overall.

Computed properties:
- charge = 0

Last column: natural (NBO) charge in e.
Positions of all 23 atoms, in Å:
C (-0.20954, -0.96457, -0.15555)  -0.60
C (0.03005, 0.54755, -0.31251)  -0.14
C (0.48848, 0.75761, -1.71164)  -0.22
N (1.09737, 0.89759, 0.67803)  -0.44
H (-1.03477, -1.04951, -0.87050)  0.34
H (0.72825, -1.40945, -0.32880)  0.25
H (-0.68692, -1.21604, 0.85434)  0.29
H (0.02034, -0.21099, -2.25016)  -0.05
H (0.26691, 1.72680, -2.25622)  0.27
H (1.91741, 0.40307, 0.26369)  0.40
H (0.92348, 0.35748, 1.58875)  0.45
H (-2.99977, -0.03920, -2.08301)  0.46
H (3.58205, -0.66382, -0.61098)  0.45
O (2.66809, -0.61172, -0.70531)  -1.00
H (-1.31148, 0.12761, 2.69158)  0.51
H (-2.44493, 1.34797, 2.60729)  0.46
O (-0.04407, -0.55155, 2.98008)  -0.97
H (0.07733, -0.95576, -2.68979)  0.49
H (0.05031, -0.78997, 3.93872)  0.45
O (-1.74037, 0.88538, 2.07124)  -0.99
H (-0.84096, 1.11120, -0.09483)  0.30
H (1.56207, 0.58820, -1.73746)  0.29
O (-2.09934, -0.28789, -1.86697)  -1.01

*b*
Density functional theory data (wB97M-V/def2-TZVPD) for a 4-piece molecular cluster, C3H15NO4 overall.

Computed properties:
- charge = 0

Last column: natural (NBO) charge in e.
Positions of all 23 atoms, in Å:
C (-2.18726, 1.02108, 0.76819)  -0.63
C (-1.21660, 1.44629, -0.32175)  -0.21
N (-0.17951, 0.43501, -0.54003)  -0.69
C (0.25767, 0.19278, -1.86857)  0.09
O (-0.57466, -0.74088, -2.58054)  -0.75
H (-2.78103, 1.88567, 1.05071)  0.22
H (-1.71520, 0.55543, 1.62838)  0.22
H (-2.97482, 0.43359, 0.31064)  0.21
H (-1.74874, 1.56935, -1.27050)  0.19
H (-0.80933, 2.43711, -0.11740)  0.18
H (-0.39131, -0.44338, -0.09211)  0.39
H (1.26393, -0.23352, -1.82424)  0.15
H (0.30297, 1.00709, -2.58044)  0.18
H (-0.55942, -1.59851, -2.15612)  0.47
O (2.06911, -1.39904, 2.11511)  -0.95
H (2.67304, -1.40823, 1.37014)  0.46
H (1.50204, -0.63073, 1.92608)  0.49
O (0.76985, -2.89687, -0.27754)  -0.96
H (1.58250, -3.20618, -0.72843)  0.47
H (0.86925, -3.19629, 0.63480)  0.49
O (1.32413, 1.33609, 1.84031)  -0.98
H (0.97372, 1.15779, 0.94007)  0.49
H (1.54967, 2.27634, 1.77323)  0.48

Least stable structure: *a*

*a*
Density functional theory data (wB97M-V/def2-TZVPD) for C4H7ClFN in the gas phase.

Computed properties:
- charge = 0

Last column: natural (NBO) charge in e.
Positions of all 14 atoms, in Å:
N (1.07209, 1.46886, -0.12064)  -0.86
C (-0.17204, 0.95662, 0.38489)  -0.25
C (-0.42193, -0.43489, -0.15581)  -0.09
C (-1.68129, -0.83440, -0.23552)  -0.16
Cl (-3.13755, 0.08137, 0.35162)  -0.05
C (0.84128, -1.16974, -0.23349)  0.02
F (1.45647, -0.78185, 1.02253)  -0.39
H (1.86917, 1.07301, 0.13401)  0.37
H (0.95135, 1.98361, -1.12198)  0.37
H (-0.11749, 0.92948, 1.49486)  0.21
H (-1.04482, 1.53341, 0.22171)  0.22
H (-1.89819, -1.92778, -0.39535)  0.21
H (1.49720, -0.64667, -0.98353)  0.20
H (0.78577, -2.23102, -0.36332)  0.19

*b*
Density functional theory data (wB97M-V/def2-TZVPD) for C4H7ClFN in the gas phase.

Computed properties:
- charge = 0

Last column: natural (NBO) charge in e.
Positions of all 14 atoms, in Å:
N (0.50680, -0.70666, -1.53741)  -0.86
C (0.66643, 0.60211, -0.89587)  -0.22
C (0.65861, 0.49991, 0.64522)  -0.44
C (-0.64736, 0.05614, 1.25281)  -0.11
Cl (-0.62292, 0.04645, 2.99812)  0.00
C (-1.69482, -0.43226, 0.55975)  0.20
F (-2.87011, -0.76108, 1.13720)  -0.33
H (0.71124, -1.52958, -0.97318)  0.37
H (1.10051, -0.74929, -2.33264)  0.36
H (-0.09668, 1.29728, -1.22545)  0.19
H (1.61726, 0.99944, -1.18353)  0.19
H (1.47553, -0.21369, 1.00292)  0.22
H (0.88163, 1.50201, 1.07777)  0.23
H (-1.68611, -0.61079, -0.52571)  0.21

Least stable structure: *a*